Formula: C7H6ClNO4S
Source: the Open Molecules 2025 dataset
Level of theory: the ωB97M-V functional and the def2-TZVPD basis

## Properties
* strongest force on any atom: 1.97 eV/A
* frontier orbital gap (spin up / spin down): 7.686 / 7.686 eV
* charge: 0
* total energy: -40389.6551 eV
* ΔE to the lowest compared entry with this formula, charge and spin: 0.00 kJ/mol
* multiplicity: 1

XYZ file:
```
20
C7H6ClNO4S | the Open Molecules 2025 dataset | the ωB97M-V functional and the def2-TZVPD basis
Cl -2.286 1.634 2.416
S 2.215 2.189 -1.423
O 2.218 1.750 -0.044
O 1.018 2.873 -1.834
O 3.022 -1.569 -1.954
O 1.774 0.164 -2.210
N 2.076 -0.885 -1.602
C -1.416 -0.835 1.824
C -2.223 0.251 1.225
C -0.569 0.283 -0.619
C 1.360 -1.301 -0.494
C -0.302 -1.300 1.247
C 0.203 -0.762 0.005
C -1.691 0.756 -0.062
H -2.249 1.547 -0.538
H -3.271 -0.050 1.122
H 1.836 -2.132 0.004
H 0.269 -2.084 1.720
H -1.758 -1.225 2.770
H -0.225 0.696 -1.553
```

Electronic structure analysis, Mulliken charges in units of e: -0.188, 0.769, -0.424, -0.418, -0.582, -0.638, 1.043, -0.744, 0.238, -0.329, -1.203, -0.638, 1.505, -0.851, 0.402, 0.358, 0.400, 0.353, 0.393, 0.555